Formula: C4H5NOS2
Source: the Open Molecules 2025 dataset
Level of theory: ωB97M-V with the def2-TZVPD basis set

The HOMO-LUMO gap comes out at 8.84 eV. As for the relative energy (zero: lowest compared OMol25 entry of this formula, charge and spin): 4.655 eV. As for the electronic energy: -29432.439 eV. Its total charge is 0. Its HOMO energy is -8.5 eV. As for the lowest unoccupied orbital energy: 0.35 eV.

Cartesian coordinates (Å):
S -0.10737 -2.83491 -0.29419
S 1.17099 0.04581 0.45607
O -0.54670 0.99614 -1.10052
N -0.79615 -0.39457 -0.93519
C 0.24067 2.79476 0.49047
C -0.90204 1.98849 1.23319
C 0.01872 1.30276 0.16889
C 0.06975 -1.12882 -0.23999
H -1.83663 -0.96994 -1.42456
H -0.78080 1.83557 2.28001
H -1.96589 2.03033 0.84848
H 0.00835 3.61057 -0.16021
H 0.94099 3.16886 1.30148